Record 1
{"formula": "C2H3FO2S", "method": "wB97M-V/def2-TZVPD", "elements": ["C", "H", "C", "F", "S", "O", "H", "H", "O"], "xyz": [[-0.4252, 1.2191, -0.7920], [0.4895, 1.5070, -1.1932], [0.9617, -0.9074, 0.5965], [-0.9671, 2.1447, -0.0109], [-0.6434, -0.4655, -0.1013], [-0.9975, -1.4433, -1.1941], [1.9017, -1.0581, 0.0580], [1.2636, -0.7222, 1.6381], [-1.5833, -0.2743, 0.9988]], "orbital_gap_ev": [10.276, 8.840], "charge": 0, "s_squared": 2.0076, "spin_multiplicity": 3, "homo_energy_ev": [-9.7, -11.4]}


Record 2
{"formula": "C2H3FOS", "method": "wB97M-V/def2-TZVPD", "elements": ["C", "H", "S", "F", "C", "O", "H", "H"], "xyz": [[-0.5770, 0.7145, -0.0568], [0.6677, -2.0001, 0.7430], [1.7462, -0.3361, -1.2138], [-0.7291, 1.5129, -1.1217], [0.5580, -0.2204, -0.1032], [0.2117, -1.1310, 0.8403], [-1.4493, 0.0496, 0.1294], [-0.4283, 1.4106, 0.7828]], "orbital_gap_ev": 9.307, "charge": 0, "homo_energy_ev": -9.3, "smiles": "OC(=S)CF"}


The calculation returns the following relative energy (zero: lowest compared OMol25 entry of this formula, charge and spin) values, one per record and in order: 195.7, 81.5 kJ/mol.
The calculation returns the following F_max values, one per record and in order: 4.19, 2.00 eV/A.